Entry 1:
21
Properties=species:S:1:pos:R:3:forces:R:3 method="wB97M-V/def2-TZVPD" charge=+1 spin_multiplicity=1 relative_energy_ev=1.609 orbital_gap_ev=10.767
H 1.654315 1.630301 0.392773 0.6 -0.4 -1.3
H 1.201663 -1.125894 2.089095 1.8 -0.8 0.4
C 0.270925 -0.673290 2.229456 -0.4 -0.4 -0.1
H -0.139214 -1.089778 3.156524 -0.7 -0.6 -0.7
C -0.398674 -0.855146 0.849827 -0.3 3.7 -0.8
H 1.073893 -1.355278 -2.441910 -0.2 -0.3 -0.5
H -2.517286 -0.283673 0.380452 1.0 1.1 0.3
H -1.636931 0.831008 1.495834 -0.5 0.3 1.3
N -1.319244 1.310294 -0.441180 2.8 -4.3 -0.6
H -0.255406 -0.386978 -3.223661 0.5 -0.5 1.3
C 0.066107 -0.935460 -2.283264 -0.2 -0.1 -0.4
H -1.843167 1.318059 -1.266717 -1.2 -0.3 -1.2
Si 0.465301 -0.089770 -0.688661 -1.9 -0.2 1.1
H -0.630187 -1.791152 -2.080383 0.6 0.8 -0.3
H 0.485215 0.314189 2.582459 0.0 1.1 -0.6
H 2.114269 1.294015 -1.429099 0.8 0.7 0.4
H 2.848315 0.342880 0.031440 -1.0 0.5 -1.0
H -0.768175 -1.832441 0.656141 -0.4 -0.8 0.0
C 1.969768 0.899489 -0.421547 -0.1 -0.1 1.3
C -1.557231 0.278801 0.603358 -1.8 -2.1 0.0
H -1.084255 2.199826 -0.190938 0.6 2.7 1.3

=====

Entry 2:
20
Properties=species:S:1:pos:R:3:forces:R:3 method="wB97M-V/def2-TZVPD" spin_multiplicity=1 relative_energy_ev=1.969 orbital_gap_ev=11.654 smiles=CCCCC.O
H -0.174961 -1.566820 -1.509788 0.0 0.1 -0.2
H 0.760392 -0.912149 2.570073 -1.2 -1.6 -0.7
H -0.951785 -1.475037 2.779333 0.7 -0.4 0.5
H 0.454569 -2.743611 2.801664 -0.9 1.4 -0.4
H 0.324887 -2.402916 0.209872 2.4 -0.4 -0.4
C -0.294467 -0.507831 -1.225909 -0.8 -2.1 0.3
H -2.341562 -0.728330 -2.132491 1.9 1.8 -0.1
H -0.778835 -0.190823 -3.245107 -2.3 0.3 2.2
H 2.823654 5.808021 0.672647 -0.9 1.1 4.9
C -0.346151 -1.971384 0.885657 -0.5 0.3 0.0
H -1.904459 -0.636656 0.226684 0.5 0.2 -0.2
O 3.011216 5.625267 -0.172661 0.7 -1.3 -5.0
C -0.796224 -0.659360 0.217987 -0.2 0.7 1.3
H -0.476512 0.168181 0.913475 -0.3 -0.5 -0.8
C 0.017602 -1.787926 2.343332 1.3 0.4 0.8
H 0.740358 -0.169748 -1.423452 -0.7 0.7 0.5
C -1.394082 -0.029238 -2.168454 2.1 -2.1 -3.5
H -1.039205 -2.809408 0.813902 -1.1 0.4 0.3
H 3.880240 5.962233 -0.372653 0.3 0.2 0.1
H -1.514682 1.027528 -2.184116 -0.9 0.8 0.4

=====

Please write out number 2 again, unchanged.
20
Properties=species:S:1:pos:R:3:forces:R:3 method="wB97M-V/def2-TZVPD" spin_multiplicity=1 relative_energy_ev=1.969 orbital_gap_ev=11.654 smiles=CCCCC.O
H -0.174961 -1.566820 -1.509788 0.0 0.1 -0.2
H 0.760392 -0.912149 2.570073 -1.2 -1.6 -0.7
H -0.951785 -1.475037 2.779333 0.7 -0.4 0.5
H 0.454569 -2.743611 2.801664 -0.9 1.4 -0.4
H 0.324887 -2.402916 0.209872 2.4 -0.4 -0.4
C -0.294467 -0.507831 -1.225909 -0.8 -2.1 0.3
H -2.341562 -0.728330 -2.132491 1.9 1.8 -0.1
H -0.778835 -0.190823 -3.245107 -2.3 0.3 2.2
H 2.823654 5.808021 0.672647 -0.9 1.1 4.9
C -0.346151 -1.971384 0.885657 -0.5 0.3 0.0
H -1.904459 -0.636656 0.226684 0.5 0.2 -0.2
O 3.011216 5.625267 -0.172661 0.7 -1.3 -5.0
C -0.796224 -0.659360 0.217987 -0.2 0.7 1.3
H -0.476512 0.168181 0.913475 -0.3 -0.5 -0.8
C 0.017602 -1.787926 2.343332 1.3 0.4 0.8
H 0.740358 -0.169748 -1.423452 -0.7 0.7 0.5
C -1.394082 -0.029238 -2.168454 2.1 -2.1 -3.5
H -1.039205 -2.809408 0.813902 -1.1 0.4 0.3
H 3.880240 5.962233 -0.372653 0.3 0.2 0.1
H -1.514682 1.027528 -2.184116 -0.9 0.8 0.4